{"formula": "C8H10O5Zn", "method": "the ωB97M-V functional and the def2-TZVPD basis", "species": ["H", "C", "O", "C", "H", "C", "C", "O", "H", "H", "H", "C", "H", "C", "Zn", "C", "O", "O", "O", "H", "C", "H", "H", "H"], "xyz": [[-0.41, 3.40, 1.87], [0.02, -2.79, 0.38], [2.99, -1.29, -1.69], [1.08, 0.31, 1.63], [0.43, 1.67, 3.11], [-2.41, -1.14, -0.61], [0.19, 2.67, 1.31], [-0.13, 0.48, 0.75], [-1.10, -4.58, -3.79], [2.11, 2.01, 2.24], [0.88, 3.06, 0.58], [1.04, 1.72, 2.23], [1.93, 0.05, 0.95], [1.89, -1.27, -1.40], [-0.23, -0.99, -0.47], [-0.87, 1.78, 0.51], [0.07, -3.75, 1.03], [-0.52, 0.71, -3.60], [-3.55, -1.04, -0.52], [-1.16, -3.97, -4.37], [-0.39, 0.13, -2.59], [-1.90, 1.50, 0.80], [-0.85, 1.89, -0.60], [0.90, -0.58, 2.22]], "charge": 2, "lumo_energy_ev": -9.0, "molar_mass_g_mol": 251.55, "e_above_lowest_kcal_mol": 53.2}